Entry 1:
The following is a quantum chemistry calculation of a structure of composition C28H27N3OsSSi, from the OMol25 dataset.

As for the energy above the lowest of the compared OMol25 structures with the same formula, charge and spin: 16.1 kcal/mol. As for the HOMO energy (spin up / spin down): -0.414 / -0.503 hartree. As for the net charge: +2. As for the total energy: -55103.3497 eV. The value obtained for the gap between HOMO and LUMO (spin up / spin down) is 5.85 / 4.16 eV. Its multiplicity is 5.

Structure (XYZ):
```
61
Properties=species:S:1:pos:R:3:forces:R:3:lowdin_charge:R:1
C 1.49991 -1.43234 2.33104 0.5 -0.8 1.9 -0.20
C 0.17232 -1.60046 1.85680 -1.5 -0.9 1.5 -0.23
C 0.24119 -2.25704 0.59411 -1.2 -2.3 -0.1 -0.23
H -0.73329 -1.30223 2.37214 0.2 -0.1 0.0 0.12
C 1.60680 -2.48065 0.27771 0.7 -2.4 0.0 -0.17
C 2.38393 -1.98024 1.35519 0.9 -2.3 0.7 -0.18
H 3.46325 -2.05176 1.44221 -0.2 0.3 -0.2 0.14
H 1.77985 -1.00621 3.28878 -0.2 -0.1 -0.3 0.12
H -0.60678 -2.58136 0.00035 0.2 0.1 0.0 0.10
H 1.97973 -2.96876 -0.61649 0.0 0.2 0.2 0.14
Os 1.21899 -0.48903 0.55190 1.6 8.5 -4.1 1.46
C 0.03065 1.42398 0.68914 -0.1 1.3 0.7 -0.16
H 0.14073 2.25280 -0.02651 -0.2 -0.6 0.1 0.05
H 0.86226 1.50212 1.42451 0.3 -0.3 0.1 0.03
H -0.90562 1.47466 1.26414 0.3 -0.1 -0.4 0.02
Si -2.29367 -0.14433 -0.32383 -1.7 0.4 -0.4 0.75
C -3.56408 1.19050 -0.09742 0.3 0.4 0.4 -0.35
C -4.25447 1.15383 1.12927 -0.2 0.3 -0.2 -0.11
H -3.95650 0.42936 1.89254 -0.2 0.3 -0.2 0.09
C -5.33323 2.01417 1.35722 0.0 0.0 -0.1 -0.06
H -5.86674 1.96549 2.31053 0.2 0.1 -0.4 0.12
C -5.72417 2.92665 0.36817 0.3 -0.3 0.0 -0.05
H -6.56940 3.59502 0.55187 0.3 -0.2 -0.1 0.12
C -5.03106 2.97663 -0.84988 0.2 -0.2 0.0 -0.06
H -5.33866 3.68895 -1.62126 0.1 -0.3 0.3 0.11
C -3.94682 2.11537 -1.08530 -0.4 0.2 0.4 -0.09
H -3.41230 2.15514 -2.03868 -0.2 0.0 0.3 0.11
C -3.06436 -1.37495 -1.47755 0.5 -0.3 -1.0 -0.31
C -4.45760 -1.34399 -1.69837 0.1 -0.3 0.3 -0.07
H -5.02374 -0.43230 -1.48569 0.2 -0.4 0.1 0.11
C -5.12806 -2.49221 -2.14035 0.4 0.0 -0.1 -0.05
H -6.21393 -2.47438 -2.24926 0.4 0.0 0.0 0.12
C -4.40679 -3.66115 -2.42502 0.1 0.4 0.2 -0.05
H -4.93372 -4.57160 -2.72268 0.2 0.3 0.1 0.12
C -3.00674 -3.64905 -2.33967 0.1 0.2 -0.2 -0.07
H -2.43506 -4.54669 -2.58474 -0.2 0.3 -0.1 0.11
C -2.33229 -2.48949 -1.93355 -0.8 -0.4 0.2 -0.14
H -1.23882 -2.45991 -1.94527 -0.3 -0.2 0.1 0.07
H -2.24624 -0.82834 0.97771 0.5 0.1 0.1 0.01
H -0.89938 0.49064 -0.65882 -0.1 -0.7 -0.1 0.00
N 4.81911 1.70217 -0.41753 1.2 1.0 -0.1 0.18
C 5.22299 1.53172 0.90071 2.0 0.4 -1.4 -0.14
C 6.48170 1.69017 1.46449 -0.6 0.3 -0.1 0.04
C 6.64815 1.23880 2.78640 0.4 0.4 -0.6 0.01
C 5.59815 0.59947 3.46296 -1.7 -0.7 0.2 -0.01
C 4.35147 0.39273 2.85375 0.6 0.1 1.2 0.02
C 4.16322 0.87496 1.55107 -2.3 -1.2 -1.4 -0.14
N 3.15518 0.66002 0.60907 -0.5 -1.2 4.9 0.03
C 3.57531 1.15042 -0.56482 -1.3 0.2 -5.0 -0.25
C 2.80131 0.86353 -1.75800 1.5 0.5 2.6 -0.30
C 2.95650 1.22703 -3.08299 0.2 0.2 -0.6 -0.31
S 1.71376 0.53895 -4.06681 0.0 -0.1 0.9 1.10
C 1.01324 -0.19070 -2.66346 1.3 0.8 0.8 -0.38
N 1.68573 0.06970 -1.54021 -1.8 -0.8 -0.6 -0.13
H 5.34787 2.15070 -1.15893 -0.1 -0.2 0.4 0.18
H 7.28113 2.16130 0.89516 -0.1 -0.2 0.3 0.13
H 7.60623 1.36230 3.29364 -0.3 0.0 -0.2 0.14
H 5.75507 0.23247 4.48165 -0.1 0.2 -0.4 0.13
H 3.53260 -0.09910 3.37028 0.4 0.1 0.0 0.10
H 3.74550 1.87265 -3.43979 -0.2 -0.1 -0.4 0.09
H 0.08972 -0.76612 -2.69166 0.3 0.1 0.0 0.07
```
Forces are in eV/Å.

***

Entry 2:
The following is a quantum chemistry calculation of a structure of composition C28H27N9S2SeV, from the OMol25 dataset.

As for the energy above the lowest of the compared OMol25 structures with the same formula, charge and spin: 33.0 kcal/mol. As for the HOMO energy (spin up / spin down): -0.459 / -0.469 hartree. As for the net charge: +2. As for the total energy: -155579.4323 eV. The value obtained for the gap between HOMO and LUMO (spin up / spin down) is 6.69 / 6.62 eV. Its multiplicity is 4.

Structure (XYZ):
```
68
Properties=species:S:1:pos:R:3:forces:R:3:nbo_charge:R:1
V 0.22570 0.13190 0.02350 0.0 -1.9 -0.8 0.86
C -3.24790 2.41350 0.09270 0.1 -0.1 -0.1 -0.69
C -1.84810 1.90350 0.13560 -0.6 -0.2 -0.7 0.30
N -1.36660 0.97480 -0.64370 -1.6 1.2 0.0 -0.33
N -1.91250 0.59880 -1.82500 -1.2 0.1 -0.7 -0.43
C -0.99720 0.32260 -2.79080 0.3 0.1 -0.2 0.33
N -1.39940 0.07140 -4.03780 -0.2 0.1 0.3 -0.76
S 0.64060 0.34670 -2.39390 0.5 0.2 -0.6 -0.07
C -0.78720 2.50410 0.91840 0.4 0.7 0.6 0.14
C -0.91240 3.64910 1.70910 -0.1 -0.4 -0.3 -0.19
C 0.23260 4.32760 2.08330 0.2 -0.2 -0.1 -0.13
C 1.46850 3.86130 1.64170 -0.2 0.0 0.1 -0.22
C 1.52160 2.66000 0.95220 0.4 0.5 0.1 0.06
N 0.43210 1.96790 0.63630 0.0 1.8 0.9 -0.51
H -3.40930 3.07460 -0.75990 0.0 0.1 -0.1 0.26
H -3.94340 1.57740 0.02390 -0.1 0.0 0.0 0.24
H -3.48250 2.97220 0.99210 -0.1 0.0 0.0 0.25
H -2.87380 0.85310 -2.06020 0.4 -0.1 0.1 0.41
H -2.36700 0.10140 -4.31640 0.0 0.0 0.0 0.41
H -0.69750 -0.09440 -4.74240 0.0 0.0 0.1 0.44
H -1.88480 4.01040 2.00480 -0.1 0.0 0.0 0.24
H 0.16670 5.21980 2.68610 0.0 0.1 0.0 0.25
H 2.36700 4.42060 1.84460 0.1 0.0 0.0 0.25
H 2.46840 2.24760 0.61300 -0.1 0.0 0.1 0.22
N 1.60450 -3.51040 -1.32160 0.1 0.0 0.5 -0.58
C 1.14420 -3.66250 -2.64460 -0.3 0.0 -0.7 0.20
C 1.98410 -4.18620 -3.61510 -0.1 0.1 0.2 -0.23
C 1.55060 -4.27950 -4.92810 0.0 0.0 0.1 -0.17
C 0.28680 -3.83490 -5.27550 -0.1 0.0 0.0 -0.20
C -0.55610 -3.29950 -4.31090 0.1 0.0 0.0 -0.20
C -0.12890 -3.22700 -2.99760 0.1 0.2 0.6 -0.24
S -1.16300 -2.54800 -1.70490 0.0 -0.6 -0.3 0.49
N 0.00270 -1.92470 -0.63600 0.4 -0.4 0.1 -0.70
C 1.15630 -2.50170 -0.53080 -0.4 -0.3 -0.4 0.45
C 2.00780 -2.02080 0.56160 0.6 -0.2 0.5 0.14
C 2.87740 -2.87040 1.24010 -0.2 0.3 -0.3 -0.21
C 3.57920 -2.38000 2.32600 -0.1 0.3 0.0 -0.12
C 3.37320 -1.05820 2.70000 0.0 -0.2 -0.1 -0.20
C 2.47640 -0.28820 1.97880 0.2 0.1 0.4 0.07
N 1.79510 -0.74400 0.92460 1.5 -1.0 0.6 -0.49
H 2.55400 -3.82200 -1.16960 -0.1 0.1 0.0 0.42
H 2.97280 -4.51940 -3.33760 0.2 0.0 0.0 0.22
H 2.20660 -4.69620 -5.67420 0.1 0.0 -0.1 0.24
H -0.05230 -3.90500 -6.29690 0.0 0.0 -0.1 0.24
H -1.54960 -2.97190 -4.57750 -0.1 0.1 0.0 0.23
H 2.98750 -3.90170 0.94220 0.0 -0.1 0.0 0.24
H 4.25510 -3.01830 2.87050 0.1 0.0 0.1 0.25
H 3.89140 -0.64060 3.54890 0.0 0.1 0.0 0.25
H 2.27180 0.72980 2.28810 0.0 -0.1 0.0 0.22
C -3.64510 -0.80490 4.21090 -0.2 0.5 0.3 -0.42
N -3.08160 -1.88630 3.45090 0.6 -0.1 -0.5 -0.34
C -2.00020 -1.82220 2.65960 0.4 0.0 -0.4 0.31
Se -1.01480 -0.29000 2.33780 0.0 0.3 0.6 -0.18
N -1.74230 -3.05460 2.16980 -0.1 0.4 0.1 -0.53
C -2.69030 -3.94290 2.64270 -0.7 -0.2 0.5 0.16
C -2.89520 -5.30290 2.45330 0.0 0.2 0.0 -0.24
C -3.97600 -5.86980 3.10400 0.0 0.0 0.0 -0.18
C -4.83300 -5.11420 3.90490 0.0 0.1 0.0 -0.19
C -4.63980 -3.75930 4.09550 0.1 0.1 0.0 -0.21
C -3.54780 -3.18670 3.46120 0.1 -0.9 -0.3 0.10
H -3.05160 0.09410 4.04220 -0.1 -0.1 0.0 0.25
H -3.62640 -1.05340 5.27150 0.0 0.0 0.0 0.23
H -4.67790 -0.62510 3.91210 0.0 0.0 -0.1 0.22
H -0.98670 -3.25890 1.53290 -0.1 0.1 0.1 0.44
H -2.24980 -5.89920 1.82890 0.1 0.0 -0.1 0.23
H -4.16870 -6.92450 2.98740 0.0 -0.1 0.0 0.24
H -5.66740 -5.59990 4.38350 -0.1 -0.1 0.1 0.24
H -5.30770 -3.17320 4.70530 -0.1 0.0 0.1 0.24
```
Forces are in eV/Å.

***

Entry 3:
The following is a quantum chemistry calculation of a structure of composition C28H28As2BeNO2, from the OMol25 dataset.

As for the HOMO energy: -0.429 hartree. As for the net charge: +1. As for the total energy: -157151.4154 eV. The value obtained for the gap between HOMO and LUMO is 9.14 eV.

Structure (XYZ):
```
62
Properties=species:S:1:pos:R:3:forces:R:3:nbo_charge:R:1
Be 1.04462 -0.89169 0.54697 0.6 -0.4 -0.1 1.49
N 2.42195 -1.81675 -0.06079 -0.2 -0.1 0.1 -0.96
C 2.14705 -3.11249 0.62452 -0.2 -0.1 0.3 -0.36
C 1.36056 -2.81414 1.91796 0.2 -0.2 0.0 0.77
O 1.26683 -3.61456 2.80538 0.0 0.2 -0.1 -0.56
O 0.82070 -1.61077 1.87523 -0.1 0.1 0.3 -0.99
H 2.58190 -1.96108 -1.05167 -0.1 0.1 -0.1 0.41
H 3.28274 -1.41932 0.30608 0.0 0.0 0.0 0.41
H 3.04343 -3.68780 0.84090 0.0 0.0 0.0 0.24
H 1.48175 -3.71119 0.00029 0.1 0.0 -0.1 0.24
C -0.91905 1.58308 0.24240 -0.1 -0.1 0.0 -0.70
C -1.67550 0.33672 0.72052 0.1 0.2 0.2 -0.72
As -1.10659 -1.19168 -0.36535 -0.5 0.2 0.0 0.76
C -2.24983 -0.83451 -1.90639 0.4 0.0 0.0 -0.22
C -3.63069 -0.95119 -1.79939 0.0 -0.1 0.1 -0.25
C -4.43887 -0.54522 -2.84943 0.0 0.0 0.0 -0.19
C -3.87260 -0.00993 -3.99922 0.0 0.0 0.0 -0.19
C -2.49488 0.09130 -4.11669 0.0 0.0 0.0 -0.19
C -1.68340 -0.33050 -3.07302 0.0 -0.1 0.1 -0.26
C -1.80526 -2.76801 0.49604 0.1 -0.2 -0.1 -0.37
C -1.66294 -3.96750 -0.20363 -0.1 0.2 -0.1 -0.18
C -1.96689 -5.17246 0.40642 0.0 0.0 0.0 -0.21
C -2.40674 -5.18581 1.72381 0.0 0.0 0.0 -0.18
C -2.55965 -3.99571 2.41798 0.0 0.0 0.0 -0.19
C -2.25448 -2.78692 1.80988 0.0 0.2 0.0 -0.20
As 1.00725 1.33473 0.57595 -0.2 0.7 -0.4 0.76
C 1.39590 2.57823 1.99729 0.0 -0.2 0.1 -0.35
C 2.12629 2.16565 3.10699 -0.1 -0.1 -0.2 -0.21
C 2.38790 3.06477 4.12976 0.0 0.0 0.1 -0.19
C 1.92393 4.36866 4.04517 0.0 0.0 0.0 -0.18
C 1.19818 4.78254 2.93505 0.0 0.0 0.0 -0.22
C 0.93092 3.88826 1.91268 0.0 -0.1 -0.1 -0.16
C 1.91483 2.05940 -0.97819 0.1 -0.1 0.1 -0.25
C 2.71614 3.19314 -0.92824 -0.1 0.0 0.1 -0.24
C 3.39865 3.60785 -2.06356 0.0 0.0 0.0 -0.19
C 3.28642 2.89437 -3.24753 0.0 0.0 0.0 -0.19
C 2.49828 1.75212 -3.29893 0.0 0.0 0.0 -0.19
C 1.82520 1.33254 -2.16407 0.0 0.0 0.2 -0.26
H -1.26032 2.46853 0.77616 0.0 0.0 0.0 0.25
H -1.08238 1.75348 -0.82416 0.1 0.0 0.0 0.24
H -2.75181 0.47819 0.62896 0.0 -0.1 0.0 0.25
H -1.44321 0.13041 1.76806 0.0 0.0 0.0 0.24
H -4.07472 -1.36848 -0.90232 0.0 0.0 0.0 0.23
H -5.51265 -0.65226 -2.77340 0.0 0.0 0.0 0.23
H -4.50898 0.32091 -4.80926 0.0 0.0 0.0 0.23
H -2.05177 0.49411 -5.01779 0.0 0.0 0.0 0.23
H -0.60734 -0.29351 -3.17516 0.0 0.1 0.0 0.21
H -1.33239 -3.94388 -1.23789 0.0 -0.1 0.0 0.21
H -1.85582 -6.09960 -0.14007 0.0 0.0 0.0 0.22
H -2.62312 -6.13057 2.20398 0.0 0.0 0.0 0.23
H -2.90927 -4.00184 3.44142 0.0 0.0 0.0 0.23
H -2.36142 -1.86685 2.36986 0.0 0.0 0.0 0.22
H 2.47718 1.14292 3.17217 0.0 0.0 0.1 0.22
H 2.95086 2.74480 4.99641 0.0 0.0 0.0 0.23
H 2.12615 5.06746 4.84585 0.0 0.0 0.0 0.23
H 0.83987 5.80073 2.86460 0.0 0.0 0.0 0.23
H 0.37224 4.20880 1.04070 0.0 0.1 0.0 0.21
H 2.80022 3.75575 -0.00642 0.1 0.0 0.0 0.23
H 4.02210 4.49097 -2.02178 0.0 0.0 0.0 0.23
H 3.81862 3.22564 -4.12918 0.0 0.0 0.0 0.23
H 2.40965 1.18972 -4.21965 0.0 0.0 0.0 0.22
H 1.22428 0.43042 -2.18227 0.0 0.0 -0.1 0.20
```
Forces are in eV/Å.